Below is the ion C11H15N2 with charge +1 at a distorted geometry, with properties calculated with ωB97M-V/def2-TZVPD.

Values from the calculation:
Frontier orbital gap in eV: 7.447
Energy above the lowest of the compared OMol25 structures with the same formula, charge and spin in eV: 4.230
HOMO level in eV: -11.81
Charge: +1
SMILES: C=C=N[C@@H]1[C@@H]2C=[N+](CCC)C=C[C@@H]21
Spin multiplicity: 1

Each line ends with the natural charge from an NBO analysis.
CARTESIAN COORDINATES (ANGSTROEM)
C (-4.02, 2.38, 0.13)  -0.6335
C (-3.32, 1.28, -0.01)  0.4810
N (-2.53, 0.37, -0.10)  -0.5047
C (-2.49, -0.94, 0.40)  0.0098
C (-1.17, -1.51, 0.93)  -0.2999
C (-0.02, -0.62, 0.97)  0.2380
N (0.41, -0.13, -0.16)  -0.2692
C (1.57, 0.80, -0.04)  -0.2196
C (2.88, -0.03, -0.07)  -0.4242
C (4.19, 0.75, 0.33)  -0.6150
C (-0.04, -0.49, -1.39)  -0.0337
C (-0.87, -1.49, -1.52)  -0.1307
C (-1.68, -1.92, -0.44)  -0.2400
H (-4.54, 3.02, -0.53)  0.2671
H (-3.94, 2.75, 1.19)  0.2571
H (-3.28, -1.24, 0.91)  0.2255
H (-1.32, -2.31, 1.73)  0.2807
H (0.56, -0.35, 1.93)  0.2583
H (1.58, 1.25, 0.94)  0.2131
H (1.44, 1.66, -0.64)  0.2430
H (3.01, -0.84, 0.67)  0.2321
H (2.94, -0.35, -1.18)  0.2116
H (5.05, 0.22, -0.09)  0.2470
H (4.30, 1.81, -0.04)  0.2193
H (3.95, 0.84, 1.45)  0.2081
H (0.45, -0.04, -2.35)  0.2602
H (-0.96, -2.01, -2.48)  0.2583
H (-2.16, -2.85, -0.55)  0.2603